[1]
Here is a 11-piece molecular cluster, H22O11 overall from the Open Molecules 2025 dataset. Energies are from wB97M-V/def2-TZVPD.

Computed properties:
Total energy = -22880.352 eV
Structure (SMILES) = O.O.O.O.O.O.O.O.O.O.O

Atoms and positions in Å:
O: -3.455 -2.610 -0.182
O: -1.079 -2.612 -1.756
H: 2.880 2.502 -1.419
O: 2.314 1.812 -1.056
O: -1.521 2.178 1.354
H: 1.648 -2.471 2.042
O: 0.211 -0.234 -0.154
H: -4.121 -2.541 -0.870
H: 0.580 0.574 0.217
H: -2.608 -2.551 -0.653
H: -2.322 2.682 1.183
H: -1.688 -1.069 1.906
H: -0.730 -0.014 -0.289
H: 1.499 -1.155 1.317
H: 2.144 1.210 -1.790
O: -1.398 -1.972 2.066
H: 3.628 2.226 1.845
O: 1.818 -1.852 -1.656
H: -0.797 -2.804 -2.653
O: 2.854 1.665 1.745
H: 2.637 1.691 0.807
H: 1.224 3.062 0.237
H: -1.961 -2.513 1.502
O: 2.163 -1.728 1.714
H: 1.365 -1.144 -1.160
O: 0.744 3.816 0.603
H: -0.793 2.788 1.139
H: -2.852 0.680 -0.377
H: -0.359 -2.085 -1.385
H: -2.784 -0.427 -1.427
O: -2.297 0.328 -1.081
H: 2.755 -1.646 -1.620
H: 0.301 4.217 -0.152

---

[2]
Here is C18H24N7SeSn as an isolated structure at a distorted geometry from the Open Molecules 2025 dataset. Energies are from wB97M-V/def2-TZVPD.

Computed properties:
Total energy = -100628.965 eV
Total charge = +3

Atoms and positions in Å:
H: 1.712 -4.078 2.409
N: 3.042 0.806 -0.602
Se: 4.741 1.271 -0.966
C: 2.076 -0.580 2.096
C: -1.067 3.179 2.836
C: 0.107 -2.708 2.842
C: 0.124 4.254 1.023
C: 0.117 1.360 -2.641
H: 2.545 -0.654 0.046
H: 1.921 -3.700 0.116
C: -0.914 1.945 2.201
C: -0.244 1.866 0.982
H: 0.411 -2.836 3.906
H: 3.373 -2.316 1.609
H: -1.823 -0.208 1.709
H: 2.795 -2.199 3.289
C: -0.347 -1.227 2.723
H: -1.082 -1.087 3.549
H: -0.735 -3.413 2.673
H: 2.569 2.746 -4.577
C: 2.223 1.176 -1.595
H: -0.949 1.181 -2.635
C: 2.481 -2.074 2.227
N: 1.053 -3.366 0.596
H: 0.549 0.791 2.939
C: 2.836 1.811 -2.649
C: 2.093 2.244 -3.743
H: -1.314 1.041 2.651
N: -0.829 6.634 3.424
N: 0.880 0.950 -1.585
H: 0.334 -4.124 0.526
H: 0.105 2.339 -4.575
C: -0.548 4.338 2.248
Sn: 0.000 0.000 0.000
N: -0.948 -0.950 1.569
H: 0.702 -2.547 0.086
H: -1.568 0.193 -0.755
H: 1.171 -0.464 4.046
H: 0.795 2.943 -0.558
H: 2.255 0.880 0.654
H: -1.592 3.229 3.788
H: -1.599 -1.761 1.119
C: 0.711 2.014 -3.738
C: 0.850 -0.278 2.997
C: 0.275 3.017 0.393
N: 4.163 1.965 -2.521
C: -0.703 5.607 2.898
H: 0.534 5.146 0.554
N: 1.877 -0.196 0.838
H: 2.942 -0.012 2.508
C: 1.348 -3.103 2.007

---

[3]
Here is one molecule with the formula C12H18O at a distorted geometry from the Open Molecules 2025 dataset. Energies are from wB97M-V/def2-TZVPD.

Computed properties:
Total energy = -14782.760 eV
Structure (SMILES) = CC1=C(C)[C@@]2(C)C(C)(C)[C@@]2(C)C1=O

Atoms and positions in Å:
C: 0.552 0.261 1.782
H: 1.882 -2.127 1.940
H: -1.037 0.372 -2.924
H: 0.246 0.619 3.890
H: -3.057 -0.909 -0.173
C: 0.867 0.029 3.245
C: 0.375 -0.141 -0.578
C: 0.886 -0.617 0.760
H: -0.004 2.117 -2.191
H: -1.188 2.904 -1.187
H: 1.590 -1.284 -2.032
C: -2.025 -0.916 0.186
H: 1.030 -2.754 0.556
H: 2.548 -1.898 0.226
H: 2.365 0.216 -1.409
H: 1.071 0.323 -2.628
C: 1.411 -0.225 -1.747
H: -1.668 -1.927 0.232
C: 1.656 -1.932 0.894
H: 0.550 3.029 -0.794
C: -0.251 2.380 -1.167
H: 0.654 -0.982 3.559
C: -0.204 1.385 1.216
H: -2.006 -0.466 1.185
H: -2.716 0.186 -2.302
O: -0.620 2.385 1.781
C: -1.145 -0.079 -0.778
C: -1.665 -0.167 -2.218
C: -0.377 1.173 -0.288
H: -1.629 -1.208 -2.553
H: 1.910 0.253 3.516

---

Please write out number 3 again, unchanged.
Here is one molecule with the formula C12H18O at a distorted geometry from the Open Molecules 2025 dataset. Energies are from wB97M-V/def2-TZVPD.

Computed properties:
Total energy = -14782.760 eV
Structure (SMILES) = CC1=C(C)[C@@]2(C)C(C)(C)[C@@]2(C)C1=O

Atoms and positions in Å:
C: 0.552 0.261 1.782
H: 1.882 -2.127 1.940
H: -1.037 0.372 -2.924
H: 0.246 0.619 3.890
H: -3.057 -0.909 -0.173
C: 0.867 0.029 3.245
C: 0.375 -0.141 -0.578
C: 0.886 -0.617 0.760
H: -0.004 2.117 -2.191
H: -1.188 2.904 -1.187
H: 1.590 -1.284 -2.032
C: -2.025 -0.916 0.186
H: 1.030 -2.754 0.556
H: 2.548 -1.898 0.226
H: 2.365 0.216 -1.409
H: 1.071 0.323 -2.628
C: 1.411 -0.225 -1.747
H: -1.668 -1.927 0.232
C: 1.656 -1.932 0.894
H: 0.550 3.029 -0.794
C: -0.251 2.380 -1.167
H: 0.654 -0.982 3.559
C: -0.204 1.385 1.216
H: -2.006 -0.466 1.185
H: -2.716 0.186 -2.302
O: -0.620 2.385 1.781
C: -1.145 -0.079 -0.778
C: -1.665 -0.167 -2.218
C: -0.377 1.173 -0.288
H: -1.629 -1.208 -2.553
H: 1.910 0.253 3.516